{
  "formula": "C7H10N4O",
  "method": "ωB97M-V/def2-TZVPD",
  "orbital_gap_ha": 0.2693,
  "smiles": "C=C/C=C/OC.c1nncnn1",
  "homo_energy_ev": -8.41,
  "lumo_energy_ev": -1.085,
  "total_energy_ha": -566.83814,
  "elements": ["C", "C", "C", "C", "O", "C", "H", "H", "H", "H", "H", "H", "H", "H", "C", "N", "N", "C", "N", "N", "H", "H"],
  "coordinates": [[-2.592, -2.195, -0.422], [-1.544, -1.610, 0.184], [-1.381, -0.187, 0.476], [-1.717, 0.721, -0.447], [-1.297, 2.002, -0.499], [-0.642, 2.450, 0.693], [-2.546, -3.230, -0.753], [-3.533, -1.673, -0.580], [-0.653, -2.217, 0.353], [-0.806, 0.075, 1.364], [-2.337, 0.461, -1.291], [0.232, 1.848, 0.920], [-0.295, 3.472, 0.487], [-1.315, 2.421, 1.559], [3.491, -0.540, 0.536], [2.467, -1.399, 0.535], [1.460, -1.123, -0.268], [1.601, -0.034, -1.019], [2.667, 0.745, -1.111], [3.704, 0.469, -0.291], [4.272, -0.697, 1.268], [0.767, 0.239, -1.693]]
}

=====

{
  "formula": "C7H10N4S",
  "method": "ωB97M-V/def2-TZVPD",
  "orbital_gap_ha": 0.2921,
  "homo_energy_ev": -7.38,
  "lumo_energy_ev": 0.567,
  "total_energy_ha": -889.77844,
  "elements": ["C", "C", "C", "C", "C", "C", "C", "N", "N", "N", "N", "S", "H", "H", "H", "H", "H", "H", "H", "H", "H", "H"],
  "coordinates": [[0.413, -2.491, -1.411], [-1.511, -1.470, -1.558], [0.581, -1.209, -0.913], [-0.637, 0.638, -0.481], [0.515, 0.976, 0.168], [-1.742, 1.634, -0.643], [0.845, 2.347, 0.696], [-0.869, -2.613, -1.774], [1.241, -0.627, 2.077], [-0.643, -0.588, -1.039], [1.629, -1.739, 2.583], [1.680, -0.265, 0.123], [1.158, -3.168, -1.788], [-2.487, -1.116, -1.755], [-1.481, 2.697, -0.374], [-2.706, 1.372, -0.157], [-1.976, 1.704, -1.787], [1.255, 2.817, -0.207], [1.313, 2.492, 1.641], [-0.151, 2.829, 0.845], [0.956, -2.498, 2.734], [2.617, -1.721, 3.020]]
}

=====

{
  "formula": "C7H10N5O4",
  "method": "ωB97M-V/def2-TZVPD",
  "orbital_gap_ha": 0.3106,
  "total_charge": 1,
  "homo_energy_ev": -12.73,
  "lumo_energy_ev": -4.277,
  "total_energy_ha": -847.17308,
  "elements": ["N", "C", "N", "C", "N", "N", "C", "O", "N", "H", "H", "H", "H", "C", "C", "C", "O", "C", "O", "O", "H", "H", "H", "H", "H", "H"],
  "coordinates": [[0.509, -1.037, 5.998], [0.191, -1.322, 4.711], [-1.024, -1.316, 4.155], [-0.856, -1.690, 2.897], [0.438, -1.910, 2.636], [1.066, -2.359, 1.480], [1.480, -1.448, 0.726], [1.897, -0.630, 0.049], [1.102, -1.706, 3.791], [0.962, -0.180, 6.267], [0.140, -1.629, 6.724], [-1.625, -1.809, 2.146], [2.100, -1.838, 3.902], [1.006, 1.275, -2.769], [-0.452, 1.586, -3.003], [-1.226, 0.535, -3.777], [-2.212, 1.314, -4.452], [-1.728, 2.576, -4.600], [-2.215, 3.416, -5.274], [-0.600, 2.727, -3.855], [1.464, 2.016, -2.114], [1.116, 0.290, -2.315], [1.548, 1.287, -3.714], [-0.957, 1.816, -2.059], [-1.714, -0.207, -3.149], [-0.601, 0.032, -4.520]]
}

=====

{
  "formula": "C7H10N6",
  "method": "ωB97M-V/def2-TZVPD",
  "orbital_gap_ha": 0.3734,
  "homo_energy_ev": -9.32,
  "lumo_energy_ev": 0.838,
  "total_energy_ha": -601.09573,
  "elements": ["C", "C", "C", "C", "C", "C", "C", "N", "N", "N", "N", "N", "N", "H", "H", "H", "H", "H", "H", "H", "H", "H", "H"],
  "coordinates": [[3.849, -1.725, 0.921], [2.873, -2.622, 0.402], [3.707, -0.595, 0.243], [2.265, 0.166, -1.484], [-1.510, 2.281, 0.006], [-1.918, -0.284, -0.366], [-0.941, 0.909, -0.477], [2.171, -2.013, -0.556], [2.065, 1.051, -2.191], [0.469, 0.298, 2.541], [0.266, 0.428, 1.445], [2.659, -0.798, -0.700], [0.288, 0.554, 0.283], [4.475, -2.086, 1.830], [2.446, -3.564, 0.533], [4.430, 0.270, 0.359], [-2.463, 2.159, -0.593], [-0.803, 3.073, -0.321], [-1.479, 2.083, 1.163], [-2.566, -0.183, -1.186], [-2.522, -0.098, 0.476], [-1.406, -1.207, -0.407], [-0.530, 0.936, -1.552]]
}